The following is a quantum chemistry calculation of a structure of composition C51H47N6P2S2ScSi, from OMol25.

Each line ends with the Mulliken charge.
Cartesian coordinates (Å):
Sc: 0.10 0.20 -0.26  -0.698
C: 1.49 -0.13 3.45  -1.681
Si: 0.76 -1.13 2.04  2.299
C: 2.03 -2.49 1.70  0.952
C: 2.78 -3.07 2.74  -1.087
C: 3.75 -4.04 2.49  -0.953
C: 3.99 -4.46 1.19  -0.876
C: 3.28 -3.91 0.14  -0.221
C: 2.31 -2.93 0.40  -0.857
P: 1.40 -2.18 -0.99  2.630
C: 2.58 -1.02 -1.76  -0.716
C: 3.73 -0.56 -0.91  -0.690
C: 4.80 0.36 -1.56  0.236
C: 4.36 1.01 -2.83  -1.573
C: 3.24 0.64 -3.46  -1.193
C: 2.36 -0.42 -2.94  0.038
C: 1.19 -3.57 -2.15  0.162
C: 1.74 -3.62 -3.42  -0.505
C: 1.53 -4.73 -4.23  -0.807
C: 0.77 -5.79 -3.78  -0.827
C: 0.23 -5.75 -2.50  -0.749
C: 0.43 -4.65 -1.69  -0.189
C: -0.79 -1.88 2.81  0.852
C: -0.68 -2.55 4.04  -0.670
C: -1.79 -3.01 4.72  -0.950
C: -3.06 -2.81 4.18  -0.960
C: -3.20 -2.17 2.96  -0.665
C: -2.07 -1.72 2.27  -0.114
P: -2.27 -1.02 0.59  3.044
C: -2.74 -2.51 -0.37  0.581
C: -2.43 -3.79 0.11  -0.975
C: -2.80 -4.92 -0.62  -0.582
C: -3.45 -4.79 -1.83  -0.843
C: -3.76 -3.53 -2.32  -0.615
C: -3.40 -2.40 -1.60  -0.811
C: -3.85 -0.09 0.61  0.117
C: -5.09 -0.71 0.51  -0.401
C: -6.26 0.03 0.57  -0.904
C: -6.21 1.41 0.72  -0.691
C: -4.98 2.04 0.81  -0.692
C: -3.81 1.30 0.76  -0.083
H: 1.80 -0.77 4.28  0.485
H: 0.74 0.56 3.84  0.548
H: 2.37 0.45 3.15  0.294
H: 2.61 -2.76 3.76  0.295
H: 4.30 -4.46 3.32  0.462
H: 4.75 -5.21 0.99  0.474
H: 3.47 -4.24 -0.87  0.539
H: 4.20 -1.39 -0.39  0.511
H: 5.79 -0.09 -1.72  0.553
H: 5.00 1.78 -3.25  0.447
H: 2.98 1.10 -4.41  0.562
H: 1.53 -0.71 -3.56  0.562
H: 2.36 -2.81 -3.78  0.393
H: 1.98 -4.76 -5.22  0.493
H: 0.62 -6.66 -4.41  0.424
H: -0.35 -6.59 -2.13  0.526
H: 0.03 -4.64 -0.69  0.584
H: 0.30 -2.70 4.48  0.247
H: -1.68 -3.51 5.67  0.471
H: -3.94 -3.15 4.71  0.447
H: -4.19 -2.03 2.55  0.424
H: -1.94 -3.90 1.06  0.318
H: -2.57 -5.90 -0.22  0.517
H: -3.75 -5.68 -2.38  0.459
H: -4.29 -3.42 -3.26  0.528
H: -3.67 -1.42 -1.98  0.499
H: -5.16 -1.78 0.40  0.485
H: -7.22 -0.47 0.50  0.452
H: -7.13 1.99 0.76  0.423
H: -4.94 3.12 0.95  0.450
H: -2.86 1.79 0.87  -0.001
C: -1.41 3.54 -3.14  -2.139
C: -1.15 2.26 -2.42  0.645
N: -0.96 2.19 -1.15  1.581
N: -1.10 3.36 -0.43  -1.010
C: -0.88 3.36 0.91  0.167
N: -1.12 4.53 1.52  -0.404
S: -0.33 2.02 1.76  -0.262
C: -1.16 0.95 -3.14  0.618
C: -1.52 0.88 -4.46  -0.965
C: -1.63 -0.38 -5.07  -1.424
C: -1.40 -1.50 -4.31  -1.696
C: -1.05 -1.34 -2.98  -1.243
N: -0.89 -0.15 -2.40  2.103
H: -0.73 4.32 -2.78  0.489
H: -2.44 3.87 -2.99  0.322
H: -1.24 3.45 -4.21  0.568
H: -1.52 4.16 -0.88  0.348
H: -1.52 5.32 1.04  0.180
H: -1.03 4.57 2.52  0.257
H: -1.74 1.76 -5.03  0.399
H: -1.91 -0.45 -6.11  0.480
H: -1.50 -2.50 -4.72  0.671
H: -0.90 -2.20 -2.35  1.150
N: 6.01 4.74 -0.17  -0.341
C: 6.01 3.45 -0.53  0.242
S: 7.31 2.67 -1.15  -0.273
C: 4.71 2.72 -0.40  -0.167
C: 3.53 3.32 -0.49  -1.798
C: 2.29 2.54 -0.49  -0.170
N: 2.17 1.30 -0.25  1.402
C: 3.40 0.56 0.11  -0.920
C: 4.73 1.24 -0.27  0.156
H: 6.87 5.26 -0.27  0.238
H: 5.25 5.16 0.33  0.195
H: 3.43 4.39 -0.66  0.356
H: 1.38 3.09 -0.72  0.311
H: 3.29 0.24 1.14  -0.240
H: 5.52 0.93 0.41  0.978

As for the energy above the lowest of the compared OMol25 structures with the same formula, charge and spin: 24.98 kJ/mol. The gap between HOMO and LUMO comes out at 5.9 eV. The value obtained for the total energy is -131407.177 eV. Its net charge is +2.

The following is a quantum chemistry calculation of a structure of composition C51H48AsN2O2OsPSSe in a non-equilibrium geometry, from OMol25.

Each line ends with the Mulliken charge.
Cartesian coordinates (Å):
Os: 1.01 -0.90 -0.92  1.867
C: 0.52 -7.97 -4.14  -1.515
C: 1.11 -6.73 -3.56  0.724
C: 0.34 -5.91 -2.74  -0.918
C: 0.86 -4.72 -2.25  -0.377
C: 2.15 -4.34 -2.58  0.330
C: 2.94 -5.16 -3.38  -0.644
C: 2.42 -6.36 -3.85  -0.696
S: 2.60 -2.65 -2.29  1.443
O: 2.71 -2.28 -0.85  -0.981
O: 3.66 -2.24 -3.13  -0.725
N: 1.18 -1.86 -2.58  -0.261
C: 0.54 -1.38 -3.66  0.587
C: 0.74 -1.72 -4.99  -0.706
C: -0.12 -1.22 -5.96  -0.967
C: -1.19 -0.42 -5.64  -0.859
C: -1.42 -0.02 -4.30  0.792
C: -2.49 0.79 -3.88  -0.933
C: -2.61 1.08 -2.54  -0.923
C: -1.64 0.63 -1.64  0.028
N: -0.59 -0.10 -2.00  0.093
C: -0.51 -0.47 -3.31  0.167
H: -0.21 -8.40 -3.47  0.391
H: 1.29 -8.71 -4.36  0.400
H: 0.01 -7.73 -5.08  0.318
H: -0.67 -6.20 -2.51  0.474
H: 0.25 -4.08 -1.63  0.446
H: 3.94 -4.85 -3.63  0.519
H: 3.04 -6.99 -4.47  0.445
H: 1.57 -2.37 -5.25  0.551
H: 0.04 -1.49 -6.99  0.430
H: -1.87 -0.07 -6.41  0.466
H: -3.22 1.15 -4.59  0.488
H: -3.42 1.68 -2.17  0.492
H: -1.74 0.88 -0.59  0.523
C: -4.42 -5.52 4.06  -1.465
C: -3.38 -4.78 3.31  0.580
C: -2.39 -5.45 2.59  -1.000
C: -1.40 -4.79 1.90  0.896
C: -0.36 -5.57 1.17  -1.934
C: -1.40 -3.38 1.90  0.223
Se: -0.01 -2.47 0.94  -0.218
C: -2.38 -2.67 2.63  1.208
C: -2.36 -1.18 2.73  -1.198
C: -3.34 -3.38 3.32  -0.787
H: -4.42 -6.58 3.81  0.374
H: -5.41 -5.11 3.87  0.388
H: -4.24 -5.43 5.13  0.334
H: -2.40 -6.53 2.58  0.445
H: -0.17 -6.53 1.66  0.496
H: 0.58 -5.03 1.12  0.496
H: -0.68 -5.78 0.15  0.249
H: -1.80 -0.73 1.91  -0.282
H: -1.90 -0.89 3.67  0.331
H: -3.38 -0.78 2.72  0.589
H: -4.08 -2.84 3.89  0.509
C: 0.54 2.34 0.17  -0.619
C: 0.93 3.68 0.76  -1.225
As: -0.26 5.06 -0.08  0.119
C: -0.22 6.56 1.20  0.393
C: -0.47 6.33 2.54  0.036
C: -0.55 7.40 3.42  -0.767
C: -0.37 8.69 2.96  -0.492
C: -0.10 8.92 1.62  -0.521
C: -0.03 7.86 0.74  -0.451
C: -2.01 4.25 0.32  0.672
C: -3.03 4.49 -0.59  -0.607
C: -4.31 3.99 -0.38  -0.822
C: -4.56 3.20 0.74  -0.537
C: -3.54 2.94 1.64  -0.702
C: -2.27 3.46 1.44  -0.035
P: 1.70 0.91 0.43  0.808
C: 3.27 1.49 -0.29  0.690
C: 3.29 2.34 -1.39  -0.357
C: 4.50 2.81 -1.87  -0.770
C: 5.69 2.41 -1.28  -0.601
C: 5.67 1.52 -0.22  -0.755
C: 4.47 1.05 0.27  -0.670
C: 1.97 1.07 2.23  0.564
C: 2.79 2.07 2.73  -0.825
C: 2.86 2.29 4.10  -0.802
C: 2.11 1.52 4.97  -0.689
C: 1.30 0.50 4.47  -0.683
C: 1.24 0.28 3.10  0.293
H: 0.42 2.43 -0.92  0.721
H: -0.42 2.02 0.57  -0.083
H: 1.96 3.94 0.50  0.632
H: 0.85 3.68 1.85  0.578
H: -0.62 5.33 2.91  0.183
H: -0.75 7.22 4.46  0.400
H: -0.43 9.53 3.64  0.403
H: 0.04 9.93 1.25  0.405
H: 0.18 8.03 -0.31  0.373
H: -2.82 5.09 -1.47  0.412
H: -5.10 4.21 -1.08  0.481
H: -5.54 2.80 0.90  0.441
H: -3.74 2.35 2.52  0.479
H: -1.50 3.25 2.17  0.263
H: 2.37 2.65 -1.87  0.404
H: 4.52 3.49 -2.71  0.492
H: 6.63 2.80 -1.65  0.450
H: 6.60 1.20 0.24  0.482
H: 4.45 0.34 1.09  0.524
H: 3.39 2.68 2.06  0.414
H: 3.51 3.07 4.48  0.466
H: 2.15 1.71 6.03  0.432
H: 0.74 -0.12 5.15  0.493
H: 0.62 -0.52 2.71  -0.188

As for the energy above the lowest of the compared OMol25 structures with the same formula, charge and spin: 298.59 kJ/mol. The gap between HOMO and LUMO (spin up / spin down) comes out at 4.4 / 4.4 eV. The value obtained for the total energy is -209502.130 eV. Its net charge is +2.